The molecule C3H5NOS, computed with ωB97M-V/def2-TZVPD.

Output
* charge: 0
* gap between HOMO and LUMO (alpha / beta): 6.3805 / 6.3351 eV
* 2S+1: 1
* ΔE to the lowest compared entry with this formula, charge and spin: 350.21 kJ/mol
* calculated total energy: -645.37829 a.u.

The geometry in XYZ format:
```
11
Properties=species:S:1:pos:R:3:mulliken_charge:R:1
C -0.533 0.922 -0.057 0.61
C -0.307 -0.540 -0.408 -0.45
C 0.929 -1.036 0.332 -0.54
N -1.732 1.365 0.052 -0.64
O 0.461 1.684 0.087 -0.53
S 2.338 0.012 -0.065 0.09
H -1.199 -1.114 -0.155 0.26
H -0.134 -0.583 -1.486 0.25
H 0.785 -1.019 1.413 0.33
H 1.183 -2.046 0.013 0.37
H -1.791 2.354 0.274 0.25
```